DFT (ωB97M-V/def2-TZVPD) results for a structure of composition C33H54F3O16SY at a distorted geometry.

Cartesian coordinates (Å):
Y -4.827 2.840 -16.484
C -4.707 2.256 -11.817
F -3.483 2.735 -11.633
F -4.647 1.067 -12.420
F -5.392 2.085 -10.690
S -5.633 3.495 -12.927
O -7.017 3.261 -12.614
O -5.066 4.798 -12.695
O -5.256 3.028 -14.324
C -3.013 7.129 -10.760
C -3.517 8.459 -10.210
C -4.385 8.062 -9.050
O -3.967 6.749 -8.630
C -2.902 6.312 -9.466
H -2.042 7.157 -11.254
H -3.732 6.648 -11.431
H -3.962 9.099 -10.975
H -2.658 9.061 -9.902
H -5.438 7.956 -9.309
H -4.242 8.792 -8.253
H -2.896 5.218 -9.495
H -1.871 6.501 -9.123
C -2.561 -2.640 -11.363
C -2.472 -3.510 -10.086
C -1.989 -2.529 -9.046
O -2.582 -1.271 -9.422
C -2.748 -1.208 -10.824
H -3.327 -3.106 -11.982
H -1.655 -2.632 -11.976
H -1.722 -4.295 -10.162
H -3.494 -3.851 -9.937
H -0.903 -2.381 -9.100
H -2.145 -2.825 -8.009
H -2.027 -0.540 -11.301
H -3.800 -0.912 -10.909
C -6.879 2.289 -7.032
C -5.415 2.553 -7.314
C -4.645 1.429 -6.561
O -5.669 0.668 -5.903
C -6.840 0.819 -6.648
H -7.481 2.505 -7.916
H -7.203 2.888 -6.182
H -5.042 3.497 -6.910
H -5.162 2.557 -8.373
H -3.967 1.834 -5.812
H -4.088 0.770 -7.235
H -7.696 0.457 -6.074
H -6.851 0.177 -7.547
O -2.675 2.472 -15.044
C -1.773 2.051 -14.326
O -1.016 2.896 -13.678
C -0.341 2.270 -12.573
C -0.171 0.804 -13.032
C -1.344 0.640 -14.033
H -1.020 2.220 -11.720
H 0.555 2.819 -12.316
H -0.281 0.102 -12.215
H 0.796 0.766 -13.531
H -2.148 0.065 -13.572
H -1.019 0.218 -14.985
O -8.312 7.953 -8.110
C -8.005 7.121 -8.900
O -7.770 7.434 -10.203
C -7.355 6.289 -10.935
C -7.136 5.141 -9.955
C -7.839 5.656 -8.661
H -6.382 6.574 -11.341
H -8.002 5.927 -11.736
H -6.078 5.057 -9.700
H -7.465 4.177 -10.328
H -7.116 5.495 -7.861
H -8.717 5.058 -8.432
O 0.837 0.390 -9.851
C 0.293 1.289 -9.301
O 0.504 2.604 -9.703
C -0.508 3.450 -9.142
C -1.614 2.538 -8.633
C -0.874 1.247 -8.310
H -0.856 4.118 -9.930
H -0.023 4.003 -8.337
H -2.434 2.357 -9.338
H -2.166 3.029 -7.829
H -1.411 0.310 -8.416
H -0.562 1.451 -7.282
O -6.290 4.830 -16.072
C -7.007 5.813 -16.070
O -7.355 6.431 -17.192
C -8.176 7.599 -16.889
C -8.687 7.384 -15.484
C -7.621 6.501 -14.863
H -8.967 7.651 -17.631
H -7.607 8.526 -16.927
H -9.723 7.068 -15.383
H -8.638 8.332 -14.945
H -7.912 5.745 -14.135
H -6.903 7.143 -14.348
O -7.081 2.120 -16.376
C -7.920 1.915 -15.496
O -8.997 2.641 -15.439
C -9.821 2.306 -14.302
C -9.267 0.968 -13.765
C -7.912 0.808 -14.453
H -10.824 2.166 -14.687
H -9.653 3.029 -13.508
H -9.917 0.159 -14.098
H -9.187 0.882 -12.686
H -7.875 -0.154 -14.966
H -7.107 0.861 -13.725

Force components x, y, z for each atom (eV/Å):
Y -2.286 1.299 4.721
C -0.919 0.483 -0.565
F -0.204 -0.391 0.363
F 0.251 -0.012 -0.246
F 0.741 0.453 -0.356
S 0.447 0.858 0.855
O 0.173 -0.133 -0.717
O -0.396 -0.936 -0.130
O 0.310 -0.911 -1.481
C -0.295 -1.096 0.050
C 1.020 0.355 -1.060
C -0.238 -0.001 0.337
O 0.683 -0.064 -0.076
C 0.724 0.174 -0.172
H -0.080 0.240 -0.120
H -0.064 0.197 -0.073
H -0.509 -0.261 0.091
H 0.003 -0.214 0.381
H -0.030 0.389 0.007
H -0.328 -0.245 0.250
H -0.660 -0.024 -0.503
H -0.311 0.489 0.874
C 0.815 -0.424 -0.132
C 0.587 0.611 -0.516
C 0.740 0.428 -0.391
O 0.107 0.002 0.984
C -1.330 -1.156 0.349
H -0.293 0.708 -0.145
H 0.141 -0.375 0.234
H -0.464 -0.387 -0.175
H 0.217 -0.405 0.604
H 0.087 -0.276 -0.279
H -0.761 0.427 -0.009
H -0.190 0.309 0.161
H 0.293 0.526 -0.634
C 0.003 0.025 -0.040
C 1.528 0.323 0.271
C -0.818 -0.128 -0.174
O 0.692 -0.021 0.241
C -0.914 -0.439 -0.445
H -0.242 -0.038 0.175
H -0.196 -0.014 -0.097
H -0.352 0.185 -0.144
H -0.142 -0.114 -0.033
H -0.035 -0.145 0.116
H 0.033 0.037 -0.081
H 0.154 0.277 0.289
H 0.347 0.124 -0.078
O -1.528 0.076 -2.062
C 1.034 0.043 1.060
O -0.842 0.818 -0.378
C -0.319 -1.672 0.652
C -0.028 0.959 -0.673
C 0.465 0.195 0.200
H -0.017 0.705 -0.048
H 0.026 0.016 -0.172
H 0.527 0.000 0.070
H -0.038 -0.650 0.039
H -0.178 -0.046 -0.349
H -0.248 -0.347 0.072
O 0.024 0.289 0.188
C -0.888 0.167 0.351
O -0.481 -0.358 -0.383
C 1.525 -0.446 -0.175
C 0.128 0.413 1.078
C 1.383 -1.597 -0.712
H -0.194 -0.104 -0.477
H -0.511 0.781 0.029
H 0.071 -0.048 -0.257
H -0.260 0.046 0.060
H -0.345 0.260 0.351
H -0.384 0.604 0.091
O 0.537 -0.516 -0.101
C -1.127 1.139 -0.024
O -0.141 -1.055 0.130
C 0.171 0.040 -0.046
C -1.183 0.058 -0.404
C 0.487 0.958 0.424
H 0.163 0.163 0.086
H -0.273 0.226 -0.001
H 0.436 0.071 -0.513
H 0.398 -0.282 0.439
H -0.113 0.082 0.121
H 0.587 -0.831 -0.006
O 1.701 -1.694 -0.767
C -0.861 1.913 -0.284
O 0.536 -0.445 0.664
C -0.783 0.256 -0.138
C -0.185 0.943 1.072
C 0.150 -0.768 -0.179
H 0.117 -0.135 -0.117
H 0.481 -0.326 -0.310
H 0.159 -0.503 -0.292
H -0.269 0.064 -0.150
H -0.229 0.043 -0.034
H 0.423 -0.280 -0.192
O 2.294 0.261 -1.000
C -0.754 -0.525 1.208
O 0.960 0.132 -0.400
C 0.268 -1.214 1.179
C -0.354 -0.579 -0.663
C -0.462 0.107 -0.138
H -0.139 0.583 0.255
H -0.486 0.571 -0.487
H -0.035 0.011 0.117
H -0.083 0.405 0.020
H 0.335 0.057 -0.130
H 0.313 0.259 -0.373

## Properties
* highest occupied orbital energy: -12.747 eV
* E: -3229.29344 Ha
* total charge: +2
* multiplicity: 1
* frontier orbital gap: 4.288 eV
* relative energy (zero: lowest compared OMol25 entry of this formula, charge and spin): 1.4916 eV